Entry 1
Density functional theory data (ωB97M-V/def2-TZVPD) for an isolated molecule of C3H5BrO.

Values from the calculation:
- HOMO level: -9.62 eV
- SMILES string: C[C@H]1O[C@@H]1Br
- LUMO: 0.934 eV
- Gap between HOMO and LUMO: 10.56 eV

Structure (ORCA input):
```
! RIJCOSX wB97M-V def2-TZVPD def2/J DEFGRID3
* xyz 0 1
C 0.212 -0.073 0.884
O -0.411 0.790 1.870
C -1.272 -0.294 1.626
Br -1.327 -1.712 3.027
H 1.012 -0.803 1.103
H 0.210 -0.655 -1.166
H -0.008 1.070 -0.839
C 0.433 0.176 -0.587
H 1.513 0.407 -0.819
H -2.225 -0.250 1.262
*
```

---

Entry 2
Density functional theory data (ωB97M-V/def2-TZVPD) for an isolated molecule of C3H5BrO.

Values from the calculation:
- HOMO level: -9.68 eV
- SMILES string: C=C[C@@H](O)Br
- LUMO: 0.169 eV
- Gap between HOMO and LUMO: 9.84 eV

Structure (ORCA input):
```
! RIJCOSX wB97M-V def2-TZVPD def2/J DEFGRID3
* xyz 0 1
C -1.365 1.035 -0.382
H -0.475 -0.443 -1.415
C 0.544 -0.538 0.567
H 0.043 -0.688 1.744
C -0.443 0.086 -0.392
H 1.713 -1.777 -0.368
O 1.132 -1.735 0.463
H -1.915 1.142 -1.279
Br 2.070 1.026 0.727
H -1.305 1.893 0.335
*
```

---

Entry 3
Density functional theory data (ωB97M-V/def2-TZVPD) for an isolated molecule of C3H5BrO.

Values from the calculation:
- HOMO level (alpha / beta): -8.41 / -7.14 eV
- LUMO (alpha / beta): 0.819 / -0.339 eV
- Gap between HOMO and LUMO (alpha / beta): 9.23 / 6.80 eV

Structure (ORCA input):
```
! RIJCOSX wB97M-V def2-TZVPD def2/J DEFGRID3
* xyz 0 1
H 2.240 0.186 -0.001
H 0.377 -1.922 0.318
H -1.101 0.049 -1.586
H -0.512 0.619 1.261
O 1.988 -0.695 -0.185
C -1.324 0.633 -0.628
C 0.739 -0.785 0.227
Br -2.987 0.215 0.103
C -0.047 0.485 0.310
H 0.627 1.215 0.181
*
```

---

Quick one: most stable of them? entry 2

---

Entry 1
Density functional theory data (ωB97M-V/def2-TZVPD) for a cluster of 3 separate species, C5H13NO2 in total.

Values from the calculation:
- HOMO level: -8.30 eV
- SMILES string: C=C/C=C(/C)N.O.O
- LUMO: 0.497 eV
- Gap between HOMO and LUMO: 8.80 eV

Structure (ORCA input):
```
! RIJCOSX wB97M-V def2-TZVPD def2/J DEFGRID3
* xyz 0 1
C -1.402 0.546 0.547
H 0.296 -2.481 -2.017
H -0.584 1.622 3.580
H -1.299 0.105 3.123
N 0.462 1.930 0.851
C -0.540 -0.305 -1.617
H -1.700 1.460 -1.428
H 3.800 -0.495 0.107
C -0.542 0.809 2.823
H 1.364 2.048 1.283
H 0.426 2.000 -0.152
H -0.021 -1.056 -1.011
O -0.321 -3.134 -2.324
H 0.349 0.196 3.032
H -0.301 -0.375 -2.656
C -0.535 1.114 1.392
C -1.281 0.571 -0.944
H -2.262 -0.009 0.927
H 2.472 0.163 -0.245
H -1.147 -2.680 -2.148
O 2.981 -0.640 -0.374
*
```

---

Entry 2
Density functional theory data (ωB97M-V/def2-TZVPD) for a cluster of 2 separate species, C5H13NO2 in total.

Values from the calculation:
- HOMO level: -9.71 eV
- SMILES string: CNC(C)=O.CCO
- LUMO: 0.834 eV
- Gap between HOMO and LUMO: 10.54 eV

Structure (ORCA input):
```
! RIJCOSX wB97M-V def2-TZVPD def2/J DEFGRID3
* xyz 0 1
C -0.934 -1.945 0.826
O 1.466 1.988 1.798
H -0.069 -2.314 0.277
C -1.034 -0.473 -1.154
H 1.166 1.904 -0.246
C 2.250 0.150 0.374
H 0.203 0.748 0.806
H -0.620 -1.659 1.833
C 1.212 1.237 0.627
H -2.317 -0.405 0.455
H 2.371 2.320 1.756
N -1.448 -0.793 0.121
H 2.342 -0.495 1.246
H 1.931 -0.455 -0.472
H -1.801 1.532 -1.168
H -1.438 0.865 -2.765
H -1.681 -2.738 0.893
H 3.224 0.588 0.155
C -1.846 0.637 -1.785
O -0.092 -1.018 -1.687
H -2.884 0.325 -1.889
*
```

---

Entry 3
Density functional theory data (ωB97M-V/def2-TZVPD) for a cluster of 2 separate species, C5H13NO2 in total.

Values from the calculation:
- HOMO level: -9.15 eV
- SMILES string: CC(C)[C@H](N)C=O.O
- LUMO: 0.830 eV
- Gap between HOMO and LUMO: 9.98 eV

Structure (ORCA input):
```
! RIJCOSX wB97M-V def2-TZVPD def2/J DEFGRID3
* xyz 0 1
N -1.200 2.298 0.276
H 1.244 2.787 -2.097
C 0.288 1.016 -1.244
H 0.886 1.298 1.718
C -0.747 1.114 -2.407
H -1.080 2.990 -0.446
H 0.650 -0.004 -1.438
C -0.571 1.004 0.071
H -1.722 1.568 -2.160
O 0.754 -6.433 1.570
H -0.067 -6.937 1.532
H 2.386 1.853 -1.148
H -1.384 0.279 -0.065
O 0.033 -0.592 1.719
H 0.523 -5.526 1.793
H 1.134 2.878 -0.428
H -2.142 2.183 0.617
C 0.187 0.526 1.316
C 1.334 2.130 -1.195
H -0.457 1.911 -3.120
H -0.987 0.163 -2.882
*
```

---

Entry 4
Density functional theory data (ωB97M-V/def2-TZVPD) for a structure of composition C5H13NO2.

Values from the calculation:
- HOMO level: -7.74 eV
- LUMO: 0.752 eV
- Gap between HOMO and LUMO: 8.49 eV

Structure (ORCA input):
```
! RIJCOSX wB97M-V def2-TZVPD def2/J DEFGRID3
* xyz 0 1
C -1.507 1.695 -0.043
H -0.200 -1.870 1.641
O 1.514 -0.947 -1.770
O 0.449 1.064 -1.664
H -1.236 0.408 1.693
H -2.398 1.805 -0.654
C 0.381 -0.225 -1.378
H -2.040 -0.365 0.277
C 1.264 0.298 0.934
H -0.500 -0.762 -1.766
H 2.185 -0.280 -1.971
C -1.372 0.426 0.612
H -1.275 2.569 0.558
H -0.678 -2.283 -0.017
H 1.285 1.343 0.637
N 0.191 -0.388 0.201
H -0.494 1.559 -1.027
H 1.079 0.218 2.007
H 2.229 -0.159 0.710
C 0.086 -1.797 0.589
H 1.036 -2.309 0.433
*
```

---

Quick one: most stable of them? entry 2

---

Entry 1
Density functional theory data (ωB97M-V/def2-TZVPD) for a cluster of 2 separate species, C5H13NO2 in total.

Values from the calculation:
- HOMO level: -8.82 eV
- LUMO: -1.113 eV
- Gap between HOMO and LUMO: 7.71 eV

Structure (ORCA input):
```
! RIJCOSX wB97M-V def2-TZVPD def2/J DEFGRID3
* xyz 0 1
H 2.064 -1.210 -1.821
H 1.565 -0.624 2.019
H -1.022 -2.187 0.096
H -0.574 -2.516 -1.584
N 0.757 -1.178 1.777
H 0.729 1.941 1.902
H 0.054 -1.114 2.519
H -1.765 1.675 -0.619
C 0.291 -0.705 -0.689
C 0.763 1.296 1.005
H 0.585 -2.769 -0.228
C 1.730 -0.492 -1.079
H 2.332 -0.594 -0.185
O -0.273 1.700 0.350
H -2.944 2.403 -1.312
H 1.972 0.486 -1.481
C 0.041 0.000 0.657
H -0.944 -0.171 1.067
O -2.528 1.548 -1.194
C -0.209 -2.142 -0.630
H -0.419 -0.135 -1.309
*
```

---

Entry 2
Density functional theory data (ωB97M-V/def2-TZVPD) for a structure of composition C5H13NO2.

Values from the calculation:
- HOMO level: -8.17 eV
- LUMO: -4.328 eV
- Gap between HOMO and LUMO: 3.84 eV

Structure (ORCA input):
```
! RIJCOSX wB97M-V def2-TZVPD def2/J DEFGRID3
* xyz 0 1
C -0.214 -0.102 -1.647
H 1.311 -0.882 -3.772
H -1.532 1.085 -0.430
O -1.833 -0.773 2.339
H 1.723 0.236 1.829
H -0.755 -0.945 -2.101
H -0.465 0.799 -2.237
N 1.228 -0.363 -1.593
C 0.961 -0.326 1.274
C -0.957 0.145 -0.307
C 1.879 -0.402 -2.943
H -1.681 -0.608 -0.038
H -1.466 0.362 2.196
H 2.766 -1.001 -2.758
H -2.266 -0.862 3.154
C -0.004 0.697 0.765
H 0.423 -0.998 1.946
O -0.763 1.267 1.808
H 0.520 1.506 0.234
H 1.422 -0.791 0.387
H 2.185 0.619 -3.293
*
```

---

Quick one: most stable of them? entry 1

---

Entry 1
Density functional theory data (ωB97M-V/def2-TZVPD) for a cluster of 2 separate species, C5H13NO2 in total.

Values from the calculation:
- HOMO level: -9.52 eV
- SMILES string: [H]/N=C(\C)CO.CCO
- LUMO: 0.664 eV
- Gap between HOMO and LUMO: 10.18 eV

Structure (ORCA input):
```
! RIJCOSX wB97M-V def2-TZVPD def2/J DEFGRID3
* xyz 0 1
H 3.700 -0.608 0.575
C -1.823 1.278 0.845
H -2.741 0.905 1.292
O -1.753 -1.530 0.514
H -3.060 -0.850 -0.848
H -1.841 2.365 0.801
H 2.906 0.969 0.479
H 1.835 -1.631 -0.735
C 1.696 -0.664 -0.234
H 3.515 0.195 -0.988
C -1.984 -0.780 -0.649
N -1.193 1.271 -1.543
C 3.041 0.016 -0.027
O 0.995 -0.852 0.984
H -1.453 -1.196 -1.516
H -0.993 0.964 1.478
H 1.044 -0.043 -0.852
H 1.556 -1.351 1.588
H -0.825 -1.401 0.769
H -0.993 2.262 -1.415
C -1.630 0.683 -0.518
*
```

---

Entry 2
Density functional theory data (ωB97M-V/def2-TZVPD) for a cluster of 2 separate species, C5H13NO2 in total.

Values from the calculation:
- HOMO level (alpha / beta): -7.05 / -6.60 eV
- LUMO (alpha / beta): 0.873 / 0.428 eV
- Gap between HOMO and LUMO (alpha / beta): 7.92 / 7.03 eV

Structure (ORCA input):
```
! RIJCOSX wB97M-V def2-TZVPD def2/J DEFGRID3
* xyz 0 1
H -3.602 0.356 0.850
H -2.753 1.077 -0.561
N 2.686 -0.523 -1.118
H 0.381 0.554 -1.798
H 1.589 1.338 0.562
C 1.779 -0.741 0.004
H -0.372 1.862 -0.810
H 2.295 -1.009 0.944
C -0.018 0.832 -0.823
H 1.113 -1.571 -0.246
C -1.744 -0.543 0.411
O 0.109 0.253 1.487
H -1.778 -1.127 1.326
H 3.242 -1.349 -1.303
H -1.389 -0.756 -1.361
H 3.322 0.242 -0.925
H 0.676 -0.098 2.193
C 0.924 0.506 0.268
H -2.200 1.413 1.087
C -2.628 0.656 0.432
O -1.631 -1.372 -0.620
*
```

---

Quick one: most stable of them? entry 1

---

Entry 1
Density functional theory data (ωB97M-V/def2-TZVPD) for a cluster of 2 separate species, C5H13NO2 in total.

Values from the calculation:
- HOMO level: -9.24 eV
- SMILES string: CCCCNC=O.O
- LUMO: 0.549 eV
- Gap between HOMO and LUMO: 9.79 eV

Structure (ORCA input):
```
! RIJCOSX wB97M-V def2-TZVPD def2/J DEFGRID3
* xyz 0 1
H 0.155 -0.115 3.150
H -1.613 0.854 -0.532
C -0.288 -2.900 -0.043
H -0.434 0.313 0.587
H 0.240 -1.334 -1.739
N -1.109 -1.816 -0.310
H 1.643 3.148 -0.574
C 0.628 1.412 -0.862
H 1.476 0.729 -0.680
H 1.325 -1.142 3.518
H 0.581 1.608 -1.948
O 0.770 -3.154 -0.550
H 0.504 2.939 0.794
H -0.183 3.394 -0.697
C 0.641 2.842 -0.285
C -0.649 -0.855 -1.336
H -1.542 -1.422 0.512
C -0.563 0.546 -0.466
H -0.832 -3.635 0.617
O 0.667 -0.862 2.858
H -1.418 -0.550 -2.013
*
```

---

Entry 2
Density functional theory data (ωB97M-V/def2-TZVPD) for a cluster of 2 separate species, C5H13NO2 in total.

Values from the calculation:
- HOMO level: -9.68 eV
- SMILES string: C[C@H](N)O.CCC=O
- LUMO: 0.777 eV
- Gap between HOMO and LUMO: 10.46 eV

Structure (ORCA input):
```
! RIJCOSX wB97M-V def2-TZVPD def2/J DEFGRID3
* xyz 0 1
H 2.427 -0.221 -1.430
C 1.344 1.504 -2.149
H -2.671 -0.469 2.148
C 0.346 -0.738 -1.243
H 2.256 2.105 -2.218
O 0.576 -1.937 -1.081
H -0.526 -0.380 -1.812
H -0.161 0.117 0.195
H 0.530 2.161 -1.827
H -2.710 0.339 0.595
H 0.355 0.976 2.308
O -0.522 1.058 1.899
H 1.711 0.724 -0.162
C -2.208 -0.455 1.156
C -0.724 -0.178 1.256
H 0.292 -1.916 1.336
C 1.537 0.360 -1.177
H -0.565 -1.597 2.695
H 1.113 1.135 -3.154
N 0.010 -1.166 1.976
H -2.409 -1.423 0.689
*
```

---

Quick one: most stable of them? entry 1

---

Entry 1
Density functional theory data (ωB97M-V/def2-TZVPD) for a cluster of 2 separate species, C5H13NO2 in total.

Values from the calculation:
- HOMO level: -9.03 eV
- SMILES string: CCC[C@H](N)C=O.O
- LUMO: 0.904 eV
- Gap between HOMO and LUMO: 9.93 eV

Structure (ORCA input):
```
! RIJCOSX wB97M-V def2-TZVPD def2/J DEFGRID3
* xyz 0 1
C 2.845 -1.794 -1.710
N -1.372 -0.658 0.068
H -0.138 -0.964 -2.257
H -1.747 -0.206 0.892
H 1.509 -1.902 0.020
C 0.558 -0.620 -1.489
H 1.158 0.120 -2.025
H 0.890 -2.750 -1.280
C -0.103 0.014 -0.291
H -1.519 0.607 4.380
O -0.624 2.338 0.244
O -2.062 1.264 3.959
C -0.510 1.467 -0.568
H -2.095 -0.562 -0.645
H -0.799 1.579 -1.645
H 2.843 -2.487 -2.548
H 0.509 -0.095 0.601
H 3.236 -0.807 -1.938
H 3.571 -2.173 -0.981
H -1.991 2.109 4.435
C 1.457 -1.844 -1.072
*
```

---

Entry 2
Density functional theory data (ωB97M-V/def2-TZVPD) for a structure of composition C5H13NO2.

Values from the calculation:
- HOMO level: -8.93 eV
- LUMO: 0.764 eV
- Gap between HOMO and LUMO: 9.69 eV

Structure (ORCA input):
```
! RIJCOSX wB97M-V def2-TZVPD def2/J DEFGRID3
* xyz 0 1
H 0.545 -0.316 2.215
H 0.341 -2.194 0.480
H 0.314 -1.788 -1.245
N -1.947 -0.329 -1.155
C 0.766 -1.543 -0.284
H -2.847 -0.782 -1.247
H -0.529 0.710 0.289
H 0.677 0.613 -1.989
O -1.489 1.633 0.467
H 1.086 1.292 1.693
H 2.216 0.667 -1.131
C 0.584 -0.073 0.068
H -1.899 0.561 -1.629
C 1.138 0.836 -1.024
H 0.977 1.890 -0.795
O -1.848 -0.954 1.079
H 1.838 -1.757 -0.351
C -1.530 -0.286 0.147
H 2.164 -0.104 1.538
H -1.681 1.698 1.411
C 1.123 0.226 1.463
*
```

---

Quick one: most stable of them? entry 1